# 1
# C19H29N3O3S

An isolated molecule of C19H29N3O3S (the ωB97M-V functional and the def2-TZVPD basis, the OMol25 dataset).

Each line ends with the Mulliken charge.
Cartesian coordinates (Å):
C (-5.242, -2.524, 1.371)  -0.69
C (-5.384, -2.091, 0.131)  -0.13
C (-4.304, -2.093, -0.877)  -0.68
S (-3.700, -0.374, -1.050)  1.05
O (-4.820, 0.475, -1.334)  -0.66
O (-2.606, -0.389, -1.980)  -0.64
N (-3.146, -0.091, 0.506)  0.36
C (-3.836, 0.943, 1.249)  -1.09
C (-3.322, 2.338, 0.899)  -0.58
C (-1.808, 2.400, 1.089)  -0.88
C (-1.145, 1.318, 0.231)  -0.05
N (0.301, 1.433, 0.238)  0.15
C (0.959, 0.755, -0.864)  -0.52
C (2.400, 1.264, -0.969)  -1.21
N (3.129, 0.997, 0.259)  0.39
C (3.784, -0.224, 0.392)  1.08
C (3.653, -1.040, 1.520)  -0.84
C (4.334, -2.237, 1.639)  -0.92
C (5.169, -2.672, 0.628)  -0.54
C (5.347, -1.866, -0.483)  -0.28
C (4.691, -0.653, -0.601)  0.30
O (4.958, 0.100, -1.738)  -0.54
C (5.675, 1.290, -1.485)  -0.77
C (2.426, 1.578, 1.381)  -1.76
C (0.972, 1.096, 1.479)  -0.08
C (-1.707, -0.056, 0.650)  -1.58
H (-6.044, -2.473, 2.087)  0.28
H (-4.319, -2.961, 1.715)  0.25
H (-6.314, -1.648, -0.198)  0.31
H (-3.439, -2.677, -0.578)  0.32
H (-4.644, -2.384, -1.868)  0.44
H (-4.895, 0.853, 1.008)  0.45
H (-3.693, 0.734, 2.315)  0.51
H (-3.575, 2.544, -0.143)  0.39
H (-3.817, 3.080, 1.528)  0.41
H (-1.422, 3.377, 0.798)  0.36
H (-1.575, 2.241, 2.145)  0.32
H (-1.459, 1.476, -0.807)  0.43
H (0.422, 0.973, -1.788)  0.54
H (0.978, -0.341, -0.726)  0.23
H (2.899, 0.789, -1.811)  0.58
H (2.381, 2.347, -1.122)  0.32
H (2.995, -0.746, 2.322)  0.29
H (4.196, -2.837, 2.526)  0.39
H (5.690, -3.614, 0.707)  0.38
H (6.016, -2.157, -1.279)  0.43
H (5.769, 1.796, -2.445)  0.24
H (5.149, 1.936, -0.777)  0.29
H (6.673, 1.066, -1.092)  0.34
H (2.969, 1.378, 2.305)  0.62
H (2.410, 2.661, 1.217)  0.40
H (0.484, 1.606, 2.310)  0.41
H (0.957, 0.009, 1.670)  0.33
H (-1.300, -0.840, 0.012)  0.43
H (-1.469, -0.274, 1.696)  0.43

Cartesian forces (eV/Å) of the 6 atoms listed first:
C -0.047 -0.061 -0.052
C -0.352 -0.114 0.131
C 0.369 0.927 -0.084
S 0.039 -0.853 0.120
O -0.254 0.023 0.286
O 0.205 -0.131 0.159

Properties
- Strongest force on any atom: 1.1 eV/A
- Multiplicity: 1
- LUMO level: 0.69 eV
- Energy above the lowest of the compared OMol25 structures with the same formula, charge and spin: 252.8 kJ/mol
- Molar mass: 379.53 g mol⁻¹
- Kohn-Sham gap: 8.31 eV
- SMILES string: C=CCS(=O)(=O)N1CCC[C@@H](N2CCN(c3ccccc3OC)CC2)C1


# 2
# C44H46N5O11PTi

A structure of composition C44H46N5O11PTi (the ωB97M-V functional and the def2-TZVPD basis, the OMol25 dataset).

Each line ends with the Mulliken spin population.
Cartesian coordinates (Å):
Ti (0.493, 0.516, 1.269)  0.89
O (-1.802, 4.075, 1.779)  0.09
C (-1.268, 2.985, 1.359)  0.07
N (-0.738, 2.022, 2.111)  0.01
C (-1.071, 1.924, 3.478)  0.00
C (-1.044, 0.466, 3.894)  0.03
C (-1.403, -0.021, 5.151)  -0.01
C (-1.020, -1.284, 5.557)  0.02
C (-0.376, -2.085, 4.604)  -0.01
C (-0.119, -1.554, 3.362)  0.06
N (-0.436, -0.318, 2.999)  0.03
C (-0.986, 2.858, -0.067)  0.29
C (-1.228, 3.858, -0.963)  -0.16
C (-1.087, 3.541, -2.336)  0.35
C (-0.648, 2.218, -2.720)  -0.01
C (-0.195, 1.390, -1.743)  0.07
N (-0.318, 1.645, -0.400)  0.11
H (-0.362, 2.483, 4.137)  0.00
H (-2.069, 2.357, 3.746)  0.00
H (-1.983, 0.639, 5.821)  0.00
H (-1.322, -1.770, 6.507)  0.00
H (-0.109, -3.102, 4.856)  0.00
H (0.376, -2.187, 2.583)  0.00
H (-1.725, 4.734, -0.653)  -0.02
H (-1.502, 4.246, -3.061)  0.05
H (-0.583, 1.887, -3.740)  0.01
H (0.345, 0.465, -2.059)  0.06
O (3.914, -3.195, -2.485)  0.00
C (3.257, -2.449, -1.772)  0.00
C (2.003, -2.783, -1.005)  0.00
O (1.306, -3.802, -1.118)  0.00
C (1.634, -1.544, -0.320)  -0.02
C (2.564, -0.486, -0.698)  0.04
O (2.428, 0.660, -0.176)  0.02
C (3.651, -0.995, -1.495)  0.00
O (4.660, -0.339, -1.777)  0.00
O (0.630, -1.347, 0.505)  -0.02
C (-2.707, -1.944, -4.451)  0.00
C (-2.724, -2.370, -2.982)  0.00
C (-3.753, -3.473, -2.828)  0.00
C (-1.292, -2.894, -2.668)  0.00
P (-2.957, -0.726, -1.948)  0.02
C (-4.410, 0.284, -2.695)  0.00
C (-4.278, 1.647, -2.568)  -0.01
C (-5.158, 2.510, -3.258)  0.01
C (-6.185, 2.002, -4.043)  0.00
C (-6.274, 0.627, -4.201)  0.00
C (-5.435, -0.251, -3.522)  0.00
C (-3.490, -1.266, -0.195)  0.00
C (-3.383, 0.030, 0.685)  -0.04
C (-4.936, -1.734, -0.181)  0.00
C (-2.681, -2.382, 0.422)  -0.01
H (-2.303, -2.733, -5.064)  0.00
H (-2.179, -0.954, -4.611)  0.00
H (-3.684, -1.831, -4.811)  0.00
H (-3.373, -4.324, -3.372)  0.00
H (-4.715, -3.176, -3.276)  0.00
H (-3.899, -3.873, -1.802)  0.00
H (-0.940, -3.683, -3.321)  0.00
H (-1.116, -3.308, -1.653)  0.00
H (-0.577, -2.088, -2.787)  0.00
H (-3.367, 2.053, -2.058)  -0.02
H (-4.977, 3.579, -3.057)  0.00
H (-6.786, 2.647, -4.661)  0.00
H (-7.030, 0.199, -4.825)  0.00
H (-5.565, -1.318, -3.665)  0.00
H (-2.347, 0.299, 0.850)  0.05
H (-3.946, 0.905, 0.250)  0.00
H (-3.868, -0.234, 1.667)  0.00
H (-5.598, -0.881, -0.258)  0.00
H (-5.252, -2.125, 0.871)  0.00
H (-5.201, -2.517, -0.869)  0.00
H (-1.603, -2.184, 0.338)  0.03
H (-2.950, -3.258, -0.128)  0.00
H (-2.933, -2.436, 1.497)  0.00
O (3.972, 1.362, 3.329)  0.00
C (2.997, 1.689, 2.650)  -0.01
O (1.870, 1.050, 2.639)  0.01
C (3.116, 2.906, 1.732)  0.01
C (1.987, 3.687, 1.459)  0.02
C (2.017, 4.787, 0.602)  0.00
C (3.233, 5.039, 0.037)  0.00
O (3.526, 6.069, -0.882)  0.00
C (4.700, 5.658, -1.423)  0.00
O (5.399, 4.888, -0.453)  0.00
C (4.357, 4.286, 0.222)  0.00
C (4.335, 3.193, 1.109)  0.01
H (0.966, 3.385, 1.855)  -0.02
H (1.089, 5.281, 0.410)  0.01
H (5.296, 6.503, -1.742)  0.00
H (4.531, 5.070, -2.286)  0.00
H (5.233, 2.581, 1.310)  0.00
N (7.422, -4.413, 2.608)  0.00
C (6.729, -3.610, 2.143)  0.00
N (6.046, -2.699, 1.435)  0.00
C (5.798, -1.478, 2.214)  0.00
C (4.796, -1.730, 3.322)  0.00
O (3.566, -2.153, 2.652)  0.00
C (3.775, -3.325, 1.905)  0.00
C (4.835, -3.194, 0.821)  0.00
H (5.365, -0.686, 1.586)  0.00
H (6.770, -1.134, 2.543)  0.00
H (4.607, -0.829, 3.855)  0.00
H (5.153, -2.483, 3.986)  0.00
H (2.786, -3.553, 1.561)  0.00
H (4.060, -4.172, 2.589)  0.00
H (4.551, -2.466, 0.062)  0.00
H (5.122, -4.039, 0.202)  0.00

Cartesian forces (eV/Å) of the 6 atoms listed first:
Ti 0.848 2.141 -1.253
O 0.235 -1.832 -0.025
C -0.281 3.149 0.162
N -0.369 -1.149 -0.820
C -1.038 0.404 1.366
C 0.812 0.538 -0.044

Properties
- Strongest force on any atom: 3.2 eV/A
- Multiplicity: 3
- LUMO level (alpha / beta): 3.84 / 3.84 eV
- Energy above the lowest of the compared OMol25 structures with the same formula, charge and spin: 96.8 kJ/mol
- Molar mass: 899.72 g mol⁻¹
- Net charge: -2
- Kohn-Sham gap (alpha / beta): 4.09 / 6.49 eV
- ⟨S²⟩: 2.02


# 3
# C12H28AgClN4O4

A structure of composition C12H28AgClN4O4 (the ωB97M-V functional and the def2-TZVPD basis, the OMol25 dataset).

Each line ends with the Mulliken charge.
Cartesian coordinates (Å):
Ag (4.391, -2.602, -3.626)  0.78
Cl (1.955, -1.246, -0.276)  -0.77
C (10.116, 3.560, 2.820)  -0.89
C (8.676, 3.752, 2.328)  0.66
O (8.486, 4.494, 1.382)  -0.63
N (7.714, 3.093, 2.971)  -0.21
C (6.365, 3.106, 2.436)  -0.86
H (10.452, 4.419, 3.402)  0.24
H (10.764, 3.393, 1.960)  0.26
H (10.070, 2.695, 3.482)  0.29
H (7.903, 2.611, 3.838)  0.23
H (6.224, 2.266, 1.756)  0.27
H (6.183, 4.129, 2.106)  0.29
H (5.660, 2.930, 3.248)  0.35
C (-3.535, -1.992, 2.126)  -0.93
C (-3.073, -2.203, 3.541)  0.73
O (-3.907, -2.439, 4.393)  -0.64
N (-1.739, -2.188, 3.782)  -0.21
C (-1.045, -2.490, 5.018)  -0.83
H (-4.037, -2.866, 1.711)  0.24
H (-2.706, -1.702, 1.479)  0.29
H (-4.293, -1.214, 2.033)  0.27
H (-1.185, -1.904, 2.986)  0.19
H (-1.717, -2.938, 5.750)  0.31
H (-0.543, -1.561, 5.290)  0.28
H (-0.251, -3.206, 4.807)  0.29
C (-2.010, 4.153, 1.852)  -1.04
C (-2.987, 3.831, 0.716)  0.70
O (-4.093, 4.410, 0.625)  -0.65
N (-2.489, 3.037, -0.268)  -0.18
C (-3.244, 2.617, -1.422)  -0.86
H (-2.504, 4.948, 2.410)  0.29
H (-1.045, 4.531, 1.514)  0.33
H (-2.019, 3.283, 2.507)  0.28
H (-1.557, 2.656, -0.183)  0.22
H (-2.778, 2.939, -2.353)  0.29
H (-4.302, 2.877, -1.454)  0.31
H (-3.291, 1.528, -1.451)  0.30
C (-5.190, -4.683, -7.150)  -0.99
C (-3.992, -4.865, -6.288)  0.68
O (-3.601, -5.967, -5.953)  -0.64
N (-3.438, -3.731, -5.896)  -0.17
C (-2.271, -3.611, -5.088)  -0.85
H (-5.700, -3.772, -6.837)  0.33
H (-5.907, -5.498, -7.050)  0.30
H (-4.911, -4.805, -8.197)  0.23
H (-3.862, -2.865, -6.194)  0.21
H (-1.994, -2.648, -4.658)  0.34
H (-1.420, -3.955, -5.677)  0.26
H (-2.325, -4.307, -4.251)  0.29

Cartesian forces (eV/Å) of the 6 atoms listed first:
Ag -0.510 0.281 0.712
Cl 0.448 -0.256 -0.675
C -1.080 -0.518 0.516
C 2.094 1.102 -0.416
O -0.582 -0.055 -0.376
N -0.717 -0.655 0.567

Properties
- Strongest force on any atom: 3.0 eV/A
- Multiplicity: 1
- LUMO level: -4.19 eV
- Energy above the lowest of the compared OMol25 structures with the same formula, charge and spin: 568.8 kJ/mol
- Molar mass: 435.70 g mol⁻¹
- Kohn-Sham gap: 4.07 eV